(1)
103
Properties=species:S:1:pos:R:3:forces:R:3 method="wB97M-V/def2-TZVPD" lumo_energy_ev="-2.62 / -2.57" total_charge=+1 multiplicity=3 s_squared=2.0268
Ti 10.4361 13.2559 11.8375 -3.36 1.18 0.80
I 6.9021 14.3812 18.6447 0.23 -0.22 -0.66
C 7.6122 13.8629 16.6979 0.14 0.61 -0.11
C 6.9588 12.8707 15.9605 1.47 0.95 -0.04
C 7.4812 12.4987 14.7041 0.26 0.35 1.93
I 6.7408 10.7842 13.8712 -0.14 -0.48 -0.54
C 8.6890 13.0586 14.2775 0.50 -0.98 -1.64
O 9.4037 12.4417 13.3183 -0.72 1.35 0.56
C 9.1332 14.2272 14.8907 1.37 2.66 1.02
C 10.1845 15.2620 14.3665 1.11 -2.28 -1.19
N 10.1600 15.3220 12.8682 0.28 -0.24 0.40
C 9.0068 15.9826 12.2475 0.46 -0.34 -0.95
C 8.6213 15.2881 10.9086 -1.10 1.23 -0.68
C 7.5090 15.7609 10.2236 0.94 -0.24 0.34
C 7.1312 15.2122 8.9972 -0.26 -0.07 -0.34
C 7.9376 14.2199 8.4285 -0.33 -0.30 -0.01
C 9.0538 13.7992 9.1269 -1.08 0.21 -1.19
N 9.3996 14.2832 10.3470 0.66 0.15 2.26
C 8.6825 14.6108 16.1421 -2.09 -1.66 0.32
H 6.1693 12.3546 16.4446 -0.76 -0.45 -0.04
H 11.2489 14.9383 14.6195 -1.25 0.25 -0.24
H 10.0418 16.2285 14.8350 -0.31 0.19 0.03
H 11.0294 15.7328 12.5352 -0.21 -0.01 0.13
H 9.2366 17.0501 12.0464 -0.28 -0.45 0.14
H 8.1852 15.9234 12.9525 -0.29 0.04 -0.03
H 6.9541 16.6105 10.5823 -0.14 0.07 0.44
H 6.2229 15.5495 8.5114 0.15 -0.02 -0.02
H 7.5937 13.7537 7.4813 0.71 0.29 0.71
H 9.6742 13.0329 8.7163 0.42 -0.45 -0.05
H 9.0930 15.4379 16.6958 0.10 0.19 -0.10
N 12.2486 13.6642 11.9088 5.60 0.47 -1.02
S 13.6975 13.4515 11.5443 -3.71 0.41 1.32
N 14.4566 12.0413 11.9130 0.25 -1.73 0.21
S 14.2585 10.5407 11.5486 -2.68 -0.18 0.22
N 12.8528 9.8040 11.3860 1.62 0.10 -0.60
S 11.2332 10.0419 11.4961 -1.49 4.77 0.65
N 10.7209 11.4552 11.3582 1.57 -5.34 -0.96
C 10.3500 9.0347 10.3250 2.04 0.14 -0.05
C 8.9959 9.1912 10.2450 -0.97 0.15 -0.34
C 8.3015 8.3346 9.3870 -0.73 0.03 0.35
C 8.9837 7.3535 8.6846 -0.07 -0.39 0.16
C 10.3727 7.3448 8.6860 0.01 -0.64 -1.07
C 11.0693 8.2275 9.4741 0.66 -0.43 -0.02
C 10.8664 9.2655 13.0705 0.12 -1.50 0.65
C 9.9863 8.1696 13.2634 0.82 1.20 -0.76
C 9.9325 7.5846 14.5153 -0.73 -0.52 0.79
C 10.7819 7.9359 15.5886 0.24 0.89 -1.77
C 11.6573 9.0179 15.3654 0.09 0.07 0.19
C 11.6562 9.6933 14.1331 -0.88 -0.87 0.31
C 15.1203 9.5839 12.8017 0.30 -1.03 0.01
C 15.5961 10.0988 13.9921 -0.06 0.44 -0.02
C 16.1757 9.2695 14.9506 -0.21 0.27 -0.79
C 16.2765 7.9015 14.6973 0.06 1.20 1.22
C 15.8425 7.3846 13.5147 -1.04 -0.94 -1.55
C 15.2677 8.2131 12.5370 -0.02 0.57 0.92
C 15.1700 10.0896 10.1101 1.06 0.50 -1.01
C 16.5744 10.1621 10.1821 -0.69 -0.20 0.44
C 17.3283 9.7320 9.0986 0.60 1.00 0.97
C 16.7074 9.3457 7.9283 -0.18 -1.03 -0.56
C 15.3332 9.2602 7.8328 -1.50 0.68 0.32
C 14.5599 9.7526 8.9169 0.28 -0.72 -0.40
C 14.1866 13.8022 9.9160 1.02 0.16 -1.63
C 13.2977 13.9449 8.8313 -0.50 0.39 0.48
C 13.7857 14.2572 7.5643 0.62 0.31 -0.65
C 15.1649 14.4943 7.3272 -0.29 -0.91 1.08
C 16.0522 14.3522 8.4131 -0.16 -0.51 0.70
C 15.5671 13.9570 9.6898 0.62 0.72 -0.48
C 14.6954 14.4929 12.5469 0.95 0.53 0.28
C 14.9741 15.7966 12.1217 0.38 -0.46 1.18
C 15.8366 16.5791 12.8996 -0.85 1.44 -1.57
C 16.2895 16.1954 14.1386 0.82 0.14 0.17
C 16.0412 14.9015 14.5115 -1.03 -1.62 -0.19
C 15.2262 14.0264 13.7385 0.65 0.84 0.46
H 8.5104 9.9986 10.7824 -0.08 -0.21 0.17
H 7.2038 8.4043 9.3093 0.70 0.00 0.11
H 8.4555 6.5425 8.1802 0.02 0.53 -0.15
H 10.8847 6.6546 8.0016 -0.10 0.30 0.49
H 12.1578 8.2949 9.4307 -0.35 -0.27 0.26
H 9.3845 7.8075 12.4236 0.11 0.08 0.55
H 9.1171 6.8575 14.6506 0.73 0.07 0.12
H 10.7958 7.3778 16.5111 -0.17 0.07 0.09
H 12.3655 9.3544 16.1515 -0.68 -0.26 -0.57
H 12.2038 10.5821 13.9629 0.92 0.74 0.17
H 15.4986 11.1577 14.1438 0.07 0.19 0.25
H 16.5357 9.7308 15.8583 0.01 -0.21 0.13
H 16.6239 7.2896 15.5059 0.30 -0.45 0.03
H 15.8222 6.2884 13.3641 0.23 0.83 -0.04
H 14.8557 7.8367 11.6291 -0.09 -0.52 -0.47
H 16.9892 10.5463 11.1169 0.32 -0.33 -0.37
H 18.4204 9.7639 9.1954 -0.50 -0.04 -0.25
H 17.2915 9.0137 7.0858 0.24 -0.04 -0.06
H 14.7846 8.8465 6.9457 0.86 0.68 0.84
H 13.4951 9.8519 8.8461 -0.41 -0.27 -0.10
H 12.2062 13.9307 8.9929 0.62 -0.28 0.02
H 13.0950 14.3563 6.7086 0.31 -0.07 0.71
H 15.5408 14.6628 6.3164 -0.19 0.22 0.38
H 17.1501 14.4889 8.3350 -0.93 -0.01 -0.24
H 16.2966 13.9022 10.5306 -0.72 -0.15 -0.78
H 14.4762 16.1897 11.2621 0.17 0.21 -0.62
H 16.1231 17.5508 12.4642 -0.30 -0.39 0.52
H 16.8862 16.8664 14.7878 -0.35 -0.54 -0.67
H 16.5073 14.5018 15.3864 -0.03 -0.12 0.60
H 14.9905 13.0183 14.0647 0.26 0.31 0.02



(2)
104
Properties=species:S:1:pos:R:3:forces:R:3 method="wB97M-V/def2-TZVPD" lumo_energy_ev=-2.51 total_charge=+1
Au 0.0000 0.0000 0.0000 -5.11 -3.15 -2.57
C 0.7313 3.0574 4.3257 0.29 0.07 0.29
N 0.3016 2.7556 2.9798 -0.04 -0.52 -0.55
C 0.4397 1.5446 2.3407 -0.26 0.63 1.45
N -0.1856 1.5707 1.1868 0.45 4.75 3.12
C -0.6385 2.8510 1.0066 -0.47 0.62 -0.15
C -0.3679 3.6254 2.1286 0.35 -1.72 -0.30
C -0.7254 4.9992 2.4732 -0.12 0.62 0.23
C -2.0722 5.3673 2.5787 -0.06 0.21 0.06
C -2.4228 6.6784 2.9054 0.24 -0.18 -0.08
C -1.4295 7.6302 3.1298 0.05 -0.14 -0.06
C -0.0857 7.2741 3.0226 -0.11 -0.23 -0.05
C 0.2661 5.9635 2.6926 -0.20 0.24 0.11
C -1.3136 3.2307 -0.2270 -1.95 0.15 0.30
C -1.2434 4.5232 -0.7621 -1.72 0.68 0.55
C -1.8798 4.8297 -1.9693 -0.54 -0.10 0.65
C -2.5834 3.8448 -2.6602 -0.06 0.04 0.28
C -2.6471 2.5506 -2.1494 -0.07 0.29 0.44
C -2.0124 2.2460 -0.9431 -0.85 0.51 0.28
P 1.2720 0.0524 3.0082 0.47 0.41 0.49
C -0.0796 -1.1090 2.6535 0.64 -0.40 1.20
N -0.6282 -1.1380 1.4679 -1.90 -1.81 0.82
C -1.6418 -2.0569 1.5206 -0.82 -0.76 -0.01
C -1.7072 -2.6371 2.7820 1.16 1.25 -0.94
N -0.6724 -2.0278 3.4810 0.14 0.60 -1.12
C -0.2709 -2.3342 4.8331 0.09 0.10 0.51
C -2.5625 -3.6872 3.3267 -0.41 -0.53 0.29
C -2.5189 -4.9792 2.7898 -0.15 -0.16 0.07
C -3.3476 -5.9821 3.2959 0.04 0.29 0.01
C -4.2250 -5.7001 4.3420 0.09 0.12 -0.08
C -4.2777 -4.4152 4.8806 0.18 0.04 -0.18
C -3.4505 -3.4107 4.3737 -0.10 -0.27 0.06
C -2.4607 -2.3200 0.3461 -0.48 -0.02 -0.68
C -3.8149 -2.6657 0.4253 -0.10 -0.02 -0.26
C -4.5616 -2.8830 -0.7375 0.36 0.08 0.16
C -3.9650 -2.7470 -1.9904 0.09 0.08 0.08
C -2.6231 -2.3871 -2.0842 -0.10 0.03 0.19
C -1.8787 -2.1712 -0.9228 -0.78 -1.38 -0.41
C 2.3186 -0.3897 1.5685 1.24 -0.08 0.74
N 1.8429 -0.6109 0.3646 5.20 -1.00 1.02
C 2.8995 -0.9900 -0.4211 0.50 -0.37 -0.32
C 4.0668 -1.0489 0.3284 -1.66 0.74 0.47
N 3.6756 -0.6186 1.5888 -0.79 -0.07 -0.27
C 4.5464 -0.4339 2.7263 0.13 -0.07 0.41
C 5.4370 -1.4050 -0.0259 0.69 -0.18 -0.10
C 6.1728 -0.6032 -0.9050 0.24 -0.10 -0.06
C 7.4785 -0.9553 -1.2525 -0.22 -0.11 0.14
C 8.0549 -2.1102 -0.7246 -0.15 0.06 0.01
C 7.3268 -2.9169 0.1487 -0.18 0.19 -0.05
C 6.0211 -2.5664 0.4964 0.28 0.06 -0.12
C 2.7118 -1.2492 -1.8414 -0.32 -0.33 -1.32
C 3.4426 -2.2152 -2.5427 0.13 -0.13 -0.34
C 3.2195 -2.4216 -3.9083 0.01 0.15 0.41
C 2.2573 -1.6719 -4.5832 -0.08 0.07 0.02
C 1.5096 -0.7207 -3.8937 0.36 -0.99 0.07
C 1.7333 -0.5152 -2.5308 1.37 -3.08 -1.39
H 0.6414 2.1671 4.9521 0.13 0.11 -0.12
H 1.7701 3.3936 4.2845 -0.11 0.05 0.35
H 0.0957 3.8337 4.7575 0.15 -0.04 -0.20
H -2.8555 4.6335 2.3975 0.21 0.08 0.00
H -3.4713 6.9556 2.9776 0.18 -0.06 -0.01
H -1.7038 8.6518 3.3798 0.06 -0.17 -0.04
H 0.6882 8.0192 3.1869 -0.11 -0.14 -0.03
H 1.3169 5.7029 2.5922 -0.14 -0.03 -0.01
H -0.6745 5.3021 -0.2638 0.00 -0.17 0.00
H -1.8134 5.8359 -2.3739 0.04 -0.15 0.08
H -3.0703 4.0816 -3.6019 0.09 -0.04 0.12
H -3.1785 1.7704 -2.6871 0.12 0.13 0.06
H -2.0485 1.2246 -0.5615 -0.32 0.58 -0.13
H -0.4769 -3.3844 5.0530 -0.10 0.22 -0.08
H 0.8027 -2.1687 4.9478 -0.20 0.08 -0.01
H -0.8304 -1.6844 5.5105 0.19 -0.24 0.18
H -1.8461 -5.2059 1.9648 -0.09 0.11 0.15
H -3.3129 -6.9799 2.8664 0.02 0.18 0.08
H -4.8747 -6.4802 4.7304 0.11 0.14 -0.05
H -4.9709 -4.1923 5.6873 0.13 -0.01 -0.13
H -3.5172 -2.4066 4.7854 0.05 -0.10 -0.08
H -4.3122 -2.7490 1.3867 0.15 -0.01 -0.05
H -5.6125 -3.1484 -0.6618 0.17 0.06 0.02
H -4.5477 -2.9106 -2.8925 0.09 0.01 0.14
H -2.1499 -2.2647 -3.0544 -0.06 -0.03 0.12
H -0.8328 -1.8711 -1.0030 -0.36 -1.98 -0.29
H 5.5706 -0.2542 2.3926 -0.19 -0.15 -0.03
H 4.2207 0.4380 3.2987 0.02 -0.21 -0.01
H 4.5005 -1.3366 3.3408 0.25 0.23 0.15
H 5.7269 0.2928 -1.3319 0.01 -0.17 0.11
H 8.0412 -0.3316 -1.9422 -0.10 -0.10 0.13
H 9.0692 -2.3863 -1.0019 -0.17 0.05 0.06
H 7.7712 -3.8236 0.5503 -0.09 0.15 -0.05
H 5.4539 -3.2136 1.1612 0.02 0.12 -0.08
H 4.1800 -2.8308 -2.0371 -0.01 0.07 0.00
H 3.7939 -3.1746 -4.4408 -0.07 0.10 0.11
H 2.0832 -1.8354 -5.6431 0.06 -0.01 0.11
H 0.7488 -0.1390 -4.4065 0.06 -0.07 0.05
H 1.1340 0.2218 -1.9938 2.32 -3.24 -2.27
C 2.0216 2.2449 -3.1717 0.73 -0.44 0.10
S 0.4359 2.1545 -2.3909 -0.35 5.80 -5.35
O -0.4563 1.8125 -3.4964 0.67 -0.70 1.44
O 0.2601 3.4989 -1.8462 3.03 -2.55 -1.56
O 0.6192 1.1015 -1.3945 -1.78 4.95 2.80
H 1.9906 3.0151 -3.9453 -0.32 -0.04 0.29
H 2.2512 1.2746 -3.6174 0.19 0.71 0.03
H 2.7713 2.4989 -2.4194 -0.03 0.01 -0.06
H -1.0964 -0.6448 -0.9962 0.34 1.76 0.50